(1)
{"formula": "C5H12S", "method": "ωB97M-V/def2-TZVPD", "species": ["C", "C", "S", "H", "H", "H", "H", "H", "H", "C", "C", "C", "H", "H", "H", "H", "H", "H"], "coordinates": [[-2.8555, -3.0039, -2.7438], [-2.3845, -2.3246, -1.4801], [-0.6927, -1.6377, -1.6409], [-2.2100, -3.8187, -3.0841], [-2.7785, -2.2962, -3.5816], [-3.8581, -3.4163, -2.6302], [-3.0085, -1.4537, -1.3155], [-2.3696, -2.9401, -0.5907], [-0.0681, -2.5378, -0.8342], [2.0617, 2.1407, 2.9806], [2.7877, 2.7560, 1.7999], [2.1265, 3.1846, 0.7355], [1.0469, 1.8580, 2.7139], [2.5779, 1.2445, 3.3181], [2.0915, 2.8122, 3.8360], [3.8544, 2.8242, 1.9766], [2.5887, 3.7058, -0.0961], [1.0903, 2.9028, 0.6365]], "forces_ev_per_angstrom": [[0.5, -0.3, -0.6], [0.7, 0.6, -0.4], [-0.2, 0.1, -0.2], [0.1, -0.1, 0.5], [-0.5, 0.0, 0.2], [-0.3, 0.2, -0.1], [-0.2, 0.0, 0.3], [-0.2, -0.3, 0.2], [0.1, -0.2, 0.2], [0.5, -0.3, -0.5], [-0.7, -0.2, 1.0], [0.6, -0.2, -0.2], [-0.1, 0.1, 0.1], [0.0, -0.3, 0.0], [-0.2, 0.2, 0.1], [0.1, 0.4, -0.4], [0.1, -0.2, 0.0], [-0.3, 0.3, 0.0]], "nbo_charge": [-0.65, -0.67, -0.46, 0.21, 0.20, 0.19, 0.19, 0.19, -0.04, -0.71, -0.19, -0.45, 0.21, 0.21, 0.20, 0.18, 0.19, 0.20], "largest_force_ev_per_a": 1.191, "e_lumo_ev": [3.554, 3.545], "charge": -1, "de_lowest_kj_mol": 15.16, "spin_multiplicity": 2, "gap_ev": [2.3, 8.5], "energy_ha": -595.800619, "s_squared": 0.751}

***

(2)
{"formula": "ClFH2Si", "method": "ωB97M-V/def2-TZVPD", "species": ["F", "Si", "Cl", "H", "H"], "coordinates": [[1.9463, 1.9178, -0.0376], [1.5364, 0.3624, -0.2632], [3.1276, -0.6876, 0.2492], [0.8769, 0.5730, -1.4885], [-1.5590, 0.0428, 1.4851]], "forces_ev_per_angstrom": [[0.1, -0.4, 0.2], [-1.1, 1.9, 1.9], [1.2, -0.9, -0.2], [-0.3, -0.6, -1.8], [0.2, 0.0, -0.1]], "nbo_charge": [-0.66, 1.27, -0.37, -0.22, -0.03], "largest_force_ev_per_a": 2.906, "e_lumo_ev": [-0.115, -0.884], "de_lowest_kj_mol": 450.12, "spin_multiplicity": 1, "gap_ev": [8.0, 10.2], "energy_ha": -850.678241}